Entry from the OMol25 dataset: C41H75Ag2FN2O13 as an isolated structure (the ωB97M-V functional and the def2-TZVPD basis).

Its energy is -84027.9497 eV. As for the charge: +1. Its expectation value of S² is 3.7688. Its HOMO energy (alpha / beta) is -0.314 / -0.372 Ha. As for the LUMO energy (alpha / beta): -3.3 / -7.4 eV. The max |F| is 3.81 eV Å⁻¹. Its spin multiplicity is 4.

Last column: Löwdin spin population.
CARTESIAN COORDINATES (ANGSTROEM)
1 Ag 9.96081 13.39047 22.97016  0.866
2 Ag 7.94640 10.68714 24.59451  0.433
3 F 8.04062 12.93839 24.68971  0.582
4 C 11.23637 8.97905 23.72452  0.064
5 C 10.64079 10.05066 22.79862  0.093
6 C 9.77393 9.31784 21.78130  0.018
7 O 9.95825 11.11495 23.41021  0.850
8 H 11.76607 8.20525 23.16889  0.004
9 H 10.62828 8.68032 24.57839  0.000
10 H 12.16499 9.41261 24.09574  0.000
11 H 11.57423 10.46259 22.41508  0.024
12 H 9.40685 10.18027 21.22492  0.004
13 H 8.99182 8.74690 22.28172  0.000
14 H 10.22090 8.70267 21.00036  0.002
15 C 14.39304 6.13513 19.16163  0.000
16 C 14.96522 6.65231 20.59119  0.000
17 C 13.77359 6.35819 21.55029  0.000
18 C 14.05234 6.57559 23.10124  0.001
19 C 15.23935 5.74861 23.52365  0.000
20 C 16.50257 5.93849 22.61092  0.000
21 N 16.07167 5.93801 21.20129  0.000
22 O 17.12280 5.93157 20.33431  0.000
23 C 17.25048 7.18282 23.07883  0.000
24 C 17.35847 4.67167 22.77903  0.000
25 C 15.12470 8.18489 20.48569  0.000
26 H 13.89952 5.16344 19.18024  0.000
27 H 15.20886 6.22684 18.44460  0.000
28 H 13.62318 6.76004 18.70897  0.000
29 H 12.95833 7.03868 21.30457  0.000
30 H 13.41848 5.32956 21.48773  0.000
31 H 13.16402 6.16883 23.58450  0.000
32 H 14.29026 7.63222 23.22377  0.000
33 H 14.94193 4.70255 23.45012  0.000
34 H 15.60038 6.02005 24.51566  0.000
35 H 18.16883 7.25070 22.49561  0.000
36 H 16.72435 8.07213 22.73181  0.000
37 H 17.49238 7.12721 24.14019  0.000
38 H 17.01643 3.80874 22.20765  0.000
39 H 18.25644 4.74132 22.16510  0.000
40 H 17.74730 4.49466 23.78181  0.000
41 H 14.45107 8.69669 19.79840  0.000
42 H 16.10501 8.40481 20.06296  0.000
43 H 15.18177 8.62686 21.48043  0.000
44 H 17.11074 4.99876 20.10779  0.000
45 C 9.01156 3.40091 18.79178  0.000
46 C 10.33635 3.79620 18.31342  0.000
47 C 10.44913 3.68599 16.76293  0.000
48 C 10.12852 4.99448 16.00399  0.000
49 C 9.21645 5.99335 16.87840  0.000
50 C 9.76181 6.31582 18.26006  0.000
51 N 10.63581 5.19350 18.69178  0.000
52 O 10.99723 5.35852 19.99251  0.000
53 C 10.71136 7.49732 18.08174  0.000
54 C 8.60198 6.65651 19.15455  0.000
55 C 11.39824 2.80145 18.83701  0.000
56 H 8.59503 3.95059 19.63585  0.000
57 H 9.03856 2.39703 19.21558  0.000
58 H 8.25849 3.15204 18.04411  0.000
59 H 11.34741 3.12579 16.50340  0.000
60 H 9.67899 2.99943 16.41134  0.000
61 H 9.79393 4.87920 14.97305  0.000
62 H 11.06674 5.52496 15.84142  0.000
63 H 8.30408 5.39939 16.93220  0.000
64 H 9.21076 6.83898 16.19067  0.000
65 H 11.58670 7.21150 17.49850  0.000
66 H 10.30186 8.32674 17.50514  0.000
67 H 11.10401 7.86243 19.03076  0.000
68 H 7.73338 6.00045 19.09770  0.000
69 H 8.97256 6.65560 20.17962  0.000
70 H 8.27550 7.66231 18.89015  0.000
71 H 11.08828 1.76680 18.69030  0.000
72 H 11.54857 2.95691 19.90536  0.000
73 H 12.38880 3.07016 18.47000  0.000
74 H 11.60943 6.09004 19.88450  0.000
75 O 9.12260 10.48304 26.51305  0.022
76 C 9.64908 10.32222 27.58811  0.002
77 O 8.86423 10.14438 28.68225  0.000
78 C 9.60119 9.57981 29.77865  0.000
79 C 10.97894 9.40592 29.08784  0.000
80 C 11.09155 10.32797 27.86734  0.001
81 H 9.10795 8.65854 30.08860  0.000
82 H 9.50514 10.22090 30.65494  0.000
83 H 11.18307 8.41487 28.68256  0.000
84 H 11.74611 9.60044 29.83732  0.000
85 H 11.65051 9.94554 27.01328  0.000
86 H 11.43773 11.35591 27.97501  0.000
87 O 15.50020 7.72974 27.26197  0.000
88 C 14.47799 7.12241 26.90554  0.000
89 O 14.38969 5.71232 26.85925  0.000
90 C 13.03176 5.36176 26.52882  0.000
91 C 12.23404 6.60722 27.03066  0.000
92 C 13.13949 7.74054 26.60001  0.001
93 H 12.81966 4.38078 26.95404  0.000
94 H 12.92434 5.30622 25.44554  0.000
95 H 12.05750 6.53545 28.10387  0.000
96 H 11.29889 6.75935 26.49172  0.000
97 H 13.02963 8.62383 27.22915  0.000
98 H 12.88760 7.97089 25.56483  0.001
99 O 7.54966 8.45993 24.33429  0.011
100 C 6.55786 7.88366 23.91413  0.004
101 O 5.57088 7.43755 24.69228  0.003
102 C 4.56710 6.76238 24.00637  0.000
103 C 5.06435 6.62606 22.58696  0.000
104 C 6.30592 7.55353 22.51755  0.000
105 H 3.78213 7.50596 23.86856  0.000
106 H 4.22354 5.83015 24.45472  0.000
107 H 4.21206 6.81436 21.93409  0.000
108 H 5.32315 5.59875 22.33052  0.000
109 H 6.07145 8.29641 21.75515  0.000
110 H 7.16081 6.98620 22.14956  0.000
111 O 8.27349 14.71530 17.37659  0.001
112 C 8.60127 13.59630 17.26063  0.001
113 O 9.81371 13.05082 17.40239  0.003
114 C 9.80198 11.60779 17.49716  0.001
115 C 8.35582 11.25279 17.70841  0.001
116 C 7.61344 12.44540 17.11569  0.000
117 H 10.29328 11.18164 18.37187  0.001
118 H 10.15381 11.21355 16.54380  0.000
119 H 8.12177 10.92208 18.72032  0.000
120 H 8.14907 10.32446 17.17594  0.000
121 H 6.72790 12.56156 17.74053  0.000
122 H 7.25760 12.36951 16.08821  0.000
123 O 14.59807 12.66269 28.14495  0.000
124 C 14.83824 12.05701 27.12180  0.000
125 O 13.99591 11.97635 26.08293  0.003
126 C 14.39176 11.00106 25.14268  0.001
127 C 15.85739 10.96084 25.27216  0.000
128 C 16.12151 11.26373 26.77232  0.000
129 H 14.09798 11.38907 24.16737  0.001
130 H 14.05685 9.96559 25.20371  0.000
131 H 16.38296 11.73843 24.71788  0.000
132 H 16.35947 10.02256 25.03624  0.000
133 H 16.95757 11.84588 27.15988  0.000
134 H 15.89050 10.33841 27.30007  0.000

Atoms 1-3, force components in eV/Å:
0.05 0.06 -0.17
0.55 1.61 -0.03
-0.14 -1.84 -0.05

=====

Entry from the OMol25 dataset: one molecule with the formula C4H9NO2 (the ωB97M-V functional and the def2-TZVPD basis).

Its energy is -9877.8652 eV. As for the charge: 0. Its HOMO energy is -0.346 Ha. The SMILES is C[C@@H](O)CNC=O. For the energy relative to the best compared isomer or geometry (same formula, charge and spin), the calculation gives 50.6 kcal/mol. As for the LUMO energy: 0.9 eV. The max |F| is 5.41 eV Å⁻¹. Its spin multiplicity is 1.

Last column: natural (NBO) charge in e.
CARTESIAN COORDINATES (ANGSTROEM)
1 C -1.00990 -0.36556 -2.22719  -0.640
2 C -1.05705 -0.11791 -0.66859  0.111
3 O -2.12567 -0.82124 -0.05660  -0.730
4 C 0.30126 -0.38537 -0.06131  -0.268
5 N 0.31856 0.42415 1.11462  -0.644
6 C 1.57172 0.90556 1.52737  0.524
7 O 2.48608 0.62339 0.78531  -0.607
8 H -0.08431 -0.71760 -2.63195  0.212
9 H -1.27754 0.56401 -2.56562  0.219
10 H -1.80082 -1.12458 -2.47742  0.206
11 H -1.21057 1.04697 -0.45415  0.168
12 H -2.08032 -1.77434 -0.25270  0.470
13 H 0.34667 -1.47630 0.11274  0.185
14 H 1.17148 -0.15594 -0.71950  0.246
15 H -0.66727 0.61608 1.53107  0.415
16 H 1.65340 1.41512 2.40377  0.133

Atoms 1-3, force components in eV/Å:
-1.48 -2.16 2.18
0.49 1.37 -1.79
0.03 0.06 0.37

=====

Entry from the OMol25 dataset: C2H4N2S2 as an isolated structure (the ωB97M-V functional and the def2-TZVPD basis).

Its energy is -26786.5509 eV. As for the charge: 0. Its HOMO energy (alpha / beta) is -0.287 / -0.287 Ha. For the energy relative to the best compared isomer or geometry (same formula, charge and spin), the calculation gives 79.9 kcal/mol. As for the LUMO energy (alpha / beta): -0.3 / -0.3 eV. The max |F| is 2.30 eV Å⁻¹. Its spin multiplicity is 1.

Last column: natural (NBO) charge in e.
CARTESIAN COORDINATES (ANGSTROEM)
1 C -1.17971 0.50011 -1.45611  -0.134
2 C 1.07597 0.22124 -0.80280  -0.195
3 N -0.80817 -0.70818 -1.59507  -0.208
4 N 0.47945 -0.89571 -1.24437  -0.258
5 S 1.18787 -2.37279 -1.33234  -0.149
6 S 0.04296 1.57839 -0.86563  0.444
7 H -2.16887 0.83401 -1.68796  0.240
8 H -0.21864 -0.42891 1.80348  0.009
9 H 0.32633 -0.67745 1.29427  -0.011
10 H 2.10644 0.24785 -0.52230  0.263

Atoms 1-3, force components in eV/Å:
0.50 0.98 0.36
-0.73 -0.16 -0.69
-0.84 -0.83 -0.41

=====

Entry from the OMol25 dataset: one molecule with the formula C7H6N4O3 (the ωB97M-V functional and the def2-TZVPD basis).

Its energy is -19454.1671 eV. As for the charge: 0. Its HOMO energy is -0.299 Ha. The SMILES is O=C(C1=NNc2cc[nH]c2C1)[N+](=O)[O-]. For the energy relative to the best compared isomer or geometry (same formula, charge and spin), the calculation gives 16.8 kcal/mol. As for the LUMO energy: -0.4 eV. The max |F| is 3.02 eV Å⁻¹. Its spin multiplicity is 1.

Last column: natural (NBO) charge in e.
CARTESIAN COORDINATES (ANGSTROEM)
1 O -4.09071 -1.74283 0.87144  -0.485
2 C -3.91969 -0.60662 0.46765  0.615
3 C -2.52011 -0.05491 -0.01006  0.074
4 N -2.40219 1.21116 -0.17664  -0.156
5 N -1.19879 1.80643 -0.29866  -0.368
6 C -0.07347 0.94162 -0.36800  0.039
7 C 1.31122 1.26303 -0.58484  -0.313
8 C 1.95101 0.06680 -0.38796  -0.067
9 N 1.04384 -0.84614 0.06076  -0.485
10 C -0.19095 -0.36215 0.04794  0.093
11 C -1.46001 -1.07296 0.21764  -0.487
12 N -5.04112 0.40009 0.23279  0.479
13 O -5.15454 0.68487 -0.93611  -0.335
14 O -5.63480 0.76307 1.22238  -0.336
15 H -1.19436 2.63584 -0.82212  0.394
16 H 1.75124 2.24778 -0.95346  0.239
17 H 2.98973 -0.19982 -0.09275  0.213
18 H 1.47048 -1.72795 0.30604  0.420
19 H -1.47857 -1.84112 -0.56182  0.227
20 H -1.64444 -1.63755 1.15207  0.241

Atoms 1-3, force components in eV/Å:
-0.08 2.92 -0.76
1.94 -1.40 -0.83
-1.92 -0.42 1.88